1.
{
  "formula": "C24H47BrF3N3O2P",
  "method": "ωB97M-V/def2-TZVPD",
  "symbols": ["Br", "P", "F", "F", "F", "O", "O", "N", "N", "N", "C", "C", "C", "C", "C", "C", "C", "C", "C", "C", "C", "C", "C", "C", "C", "C", "C", "C", "C", "C", "C", "C", "C", "C", "H", "H", "H", "H", "H", "H", "H", "H", "H", "H", "H", "H", "H", "H", "H", "H", "H", "H", "H", "H", "H", "H", "H", "H", "H", "H", "H", "H", "H", "H", "H", "H", "H", "H", "H", "H", "H", "H", "H", "H", "H", "H", "H", "H", "H", "H", "H"],
  "xyz": [[0.21461, 2.33450, -1.91214], [2.26844, 0.43627, 1.88950], [-2.34206, -2.87812, 3.14488], [-1.63302, -3.45730, 1.19628], [-2.40434, -1.48427, 1.52524], [4.05058, -1.62831, -2.71402], [-1.22422, 0.62831, -0.20816], [0.93094, -1.71458, -5.12009], [1.37132, -0.32678, -0.68455], [-4.87232, 2.37701, 1.82902], [-2.59824, 1.82477, -2.87381], [-2.43229, 2.64966, 2.27284], [1.25998, -1.61465, -3.89359], [-1.35850, 3.00665, 1.23441], [1.86661, 0.05893, 4.62974], [3.70652, -0.69478, -1.70587], [-3.55894, 1.70370, 1.80397], [3.72711, 1.21467, 1.09274], [0.27055, -0.50518, -1.74844], [5.06204, 0.44051, 1.17887], [2.62544, -0.49617, 3.42123], [-0.09214, 2.13698, 1.31821], [-4.07584, -0.98886, -2.78407], [-0.42944, -1.86318, -1.67235], [-0.34031, 0.66561, 0.92475], [0.87008, -0.34654, -3.16500], [2.54312, -1.25080, -0.85419], [0.89125, -0.27683, 0.79168], [0.68016, -1.75593, 1.27895], [-0.77982, 0.60463, -1.49694], [-1.66647, -2.45129, 2.08474], [-0.26640, -2.01484, 2.46242], [-3.18788, -0.30132, -1.73199], [-2.03453, 0.47660, -2.41280], [-4.07804, -0.44346, -3.73016], [-5.57984, 1.78759, 2.24221], [-1.02476, -2.01998, -2.56904], [2.26021, 1.03269, 4.91852], [3.70089, -0.36541, 3.58909], [-5.11371, -1.01797, -2.44733], [0.28066, -2.68887, -1.60366], [1.73008, 0.61890, -0.87264], [0.13324, -2.85039, 3.04254], [2.93215, -1.46777, 0.13918], [-3.62274, 0.85378, 2.48665], [-2.02795, 2.27149, -3.68767], [-3.79453, 0.41847, -1.17762], [1.95393, -0.61899, 5.48055], [3.85729, 2.15607, 1.62956], [-1.75782, -0.07481, -3.31309], [1.25695, -2.58960, -5.52707], [0.11646, 0.10048, -3.81040], [-2.83675, -1.05566, -1.03803], [1.80606, -2.40367, -3.38003], [-2.69739, 2.52203, -2.04063], [-5.18620, 2.61676, 0.89906], [4.12969, -1.19583, -3.56805], [-1.07459, -1.93875, -0.80278], [2.22582, -2.19499, -1.28720], [0.39321, -2.41620, 0.47134], [-0.94411, 0.27201, 1.73887], [4.57269, -0.56509, -1.05812], [3.47573, 0.29174, -2.11817], [0.19070, 2.16488, 2.37112], [-1.95912, 2.24036, 3.17204], [5.68867, 0.64638, 0.30799], [-2.93504, 3.56830, 2.58168], [-3.74624, -2.00988, -2.98105], [-1.77528, 3.04179, 0.22728], [-0.33013, -1.17635, 3.15875], [3.50817, 1.51932, 0.06547], [-3.60494, 1.65375, -3.26290], [0.70224, 2.57874, 0.71994], [1.71379, 0.34344, -3.16405], [4.90631, -0.64140, 1.20382], [0.80204, 0.19233, 4.42209], [5.62184, 0.73324, 2.06564], [-1.00844, 4.01944, 1.45768], [2.48268, -1.57800, 3.34038], [-3.34627, 1.33406, 0.79932], [1.65564, -2.12028, 1.59689]],
  "fmax_ev_per_a": 2.1,
  "total_charge": 1,
  "total_energy_ha": -4472.08293,
  "smiles": "[H]/N=C/C[C@@]1(C)[N@H+](CCO)[C@@](CCC(F)(F)F)(P(CC)CC)[C@@H](CCCCN)O[C@]1(Br)[C@H](C)CC",
  "gap_ev": 8.417
}

=====

2.
{
  "formula": "C24H47CoOSi4",
  "method": "ωB97M-V/def2-TZVPD",
  "symbols": ["Co", "Si", "Si", "Si", "Si", "O", "C", "C", "C", "C", "C", "C", "C", "C", "C", "C", "C", "C", "C", "C", "C", "C", "C", "C", "C", "C", "C", "C", "C", "C", "H", "H", "H", "H", "H", "H", "H", "H", "H", "H", "H", "H", "H", "H", "H", "H", "H", "H", "H", "H", "H", "H", "H", "H", "H", "H", "H", "H", "H", "H", "H", "H", "H", "H", "H", "H", "H", "H", "H", "H", "H", "H", "H", "H", "H", "H", "H"],
  "xyz": [[0.86852, 0.29551, -1.03192], [-0.59549, 0.93953, 2.98950], [-2.09970, -1.69185, 1.09657], [-0.86751, 0.29667, 0.67785], [-2.73624, 1.77736, 0.20832], [2.41340, -0.96001, -1.35805], [-4.36794, 1.38378, 1.09955], [3.71697, -1.64332, -1.66272], [2.51776, -1.70345, 0.01532], [-3.17388, 1.80419, -1.63499], [2.64133, 2.00728, -0.22670], [-3.24168, -1.73384, 2.60183], [-2.23581, 3.54287, 0.68411], [-0.75271, -0.53925, -2.28701], [0.72376, 2.30443, -1.51529], [0.56599, 2.42901, 3.18844], [3.72625, -2.96724, -2.34498], [1.21037, 2.14125, -0.15397], [3.99512, -1.85123, -0.15136], [-0.73769, -2.96126, 1.34743], [-3.16886, -2.18584, -0.37604], [-0.09585, -1.82449, -2.35612], [1.86827, 2.27614, -2.38338], [-0.10422, 0.31700, -3.26594], [-2.15789, 1.40675, 3.94114], [0.96252, -0.39793, -3.83988], [3.02831, 2.12907, -1.58725], [0.23025, -0.50951, 3.86630], [0.97688, -1.70535, -3.28462], [4.48208, -0.64214, -2.39445], [4.49426, -0.96683, 0.23893], [3.62289, -2.85857, -3.43382], [-0.43165, -1.36800, 4.03114], [2.92416, -3.61437, -2.00524], [-2.58365, -2.42697, -1.27009], [-0.27369, 2.67665, -1.75186], [-4.06223, -1.01050, 2.55096], [1.59358, -2.52129, -3.62421], [0.01283, -2.93053, 0.55053], [-3.52051, 0.82939, -2.00292], [0.57991, -0.16886, 4.85068], [-0.21562, -2.84247, 2.30362], [-3.06374, 4.21506, 0.40603], [-4.72930, 0.36522, 0.90764], [3.29911, 1.89574, 0.63513], [-0.49031, 1.27491, -3.57768], [-2.33927, 2.13198, -2.26854], [4.69198, -3.49851, -2.17272], [-1.86616, 1.71218, 4.95639], [-3.70434, -2.73076, 2.64754], [1.53019, 2.27517, 2.68787], [-0.37261, -2.70797, -1.79094], [2.06161, -2.75426, -0.02723], [4.06277, 2.20161, -1.95228], [0.13252, 3.36687, 2.81326], [1.11070, -0.86978, 3.32089], [-3.99925, 2.51979, -1.78288], [-3.73129, -3.09106, -0.10358], [-5.13778, 2.07264, 0.71591], [-3.90396, -1.42069, -0.65302], [-1.18762, -3.96480, 1.33670], [1.85601, 2.42721, -3.46080], [4.21253, 0.37190, -2.15130], [-2.70436, 2.25251, 3.51218], [5.55873, -0.75821, -2.18825], [4.32781, -0.76599, -3.47646], [-2.05099, 3.67531, 1.75853], [-2.72801, -1.58379, 3.55684], [-2.86995, 0.58601, 4.05710], [2.08918, -1.03794, 0.92911], [4.49252, -2.76009, 0.18226], [-1.34299, 3.87827, 0.13846], [0.65978, 2.47200, 0.72121], [0.77590, 2.57374, 4.26000], [-4.32386, 1.52577, 2.18640], [1.68720, -0.01436, -4.56507], [-1.73535, -0.36748, -1.85813]],
  "fmax_ev_per_a": 4.7,
  "e_above_lowest_kcal_mol": 44.30,
  "total_charge": -2,
  "total_energy_ha": -3558.49330,
  "spin_multiplicity": 5,
  "s_squared": 6.02,
  "gap_ev": [1.756, 5.916]
}